Entry 1:
Here is a molecular structure, C40H103F6N8O13Ti in a non-equilibrium geometry from the Open Molecules 2025 dataset. Energies are from the ωB97M-V functional and the def2-TZVPD basis.

Each line ends with the Mulliken charge.
Positions of all 171 atoms, in Å:
Ti  4.1513  -1.1041  -1.6168  0.1868
F  2.1072  -3.8121  2.4142  -0.2555
F  -0.1709  1.1287  -3.3519  -0.2599
F  -0.7178  2.1931  -1.4979  -0.2189
F  1.2486  2.4183  -2.3344  -0.1811
F  2.2763  -2.0211  1.2563  -0.1187
F  4.0773  -3.1690  2.0064  -0.2533
O  1.6654  -0.4980  -1.5818  1.0571
O  5.0052  2.3618  -5.5173  -0.4626
O  -2.5255  -4.7978  2.6646  -0.3799
O  3.2009  0.1249  5.4488  -0.3903
O  -1.9845  -3.1386  -3.4549  0.0666
O  3.6083  -3.3281  -0.8565  -0.9333
O  1.5810  2.8347  3.2266  -0.4685
O  -3.5348  4.4097  -2.0189  -0.4358
O  0.7673  -2.7869  -2.1960  0.3236
O  -0.5412  -0.4429  -1.0181  -0.5962
O  -5.1513  0.6516  0.7217  -0.3697
O  1.6535  -4.4181  -0.5109  -0.1813
O  5.1952  3.1988  -0.8696  -0.4252
N  -1.9468  3.7073  2.5270  -0.3802
N  -0.1985  -0.7755  4.3379  0.2785
N  -0.0355  -2.1425  -6.3949  -0.8027
N  -1.4225  7.5047  -1.6695  -0.8171
N  3.4704  -0.6354  -3.9546  -0.2733
N  0.4786  -4.0771  4.8193  -0.8106
N  5.7443  0.5053  -0.8831  -0.5059
N  -7.4144  -0.3118  -1.2267  -0.7573
C  2.5722  1.9782  2.6853  1.1279
C  -0.8919  -4.5214  4.5894  0.6439
C  2.8569  -3.2293  1.4584  0.6387
C  -1.0107  -1.8727  -5.3078  2.6203
C  -6.2305  1.3476  0.0933  -0.5507
C  2.2281  -0.6837  4.8608  -1.0700
C  -2.1177  -0.9944  -5.8638  -1.9421
C  2.3193  0.9458  -5.4884  -0.7740
C  5.1314  1.0957  0.3476  2.3146
C  5.5498  2.5532  0.3572  -1.0917
C  3.6468  0.3265  -5.0569  0.1182
C  -1.8211  -3.9588  5.5937  -1.4926
C  -1.5473  -3.2175  -4.7828  -1.3035
C  -1.7614  -2.1332  0.1374  -0.5137
C  0.9143  0.0864  4.8358  2.6325
C  -4.0900  0.1785  -0.0848  0.1160
C  -7.7002  -0.4335  1.2044  -1.2389
C  0.2897  2.6511  2.6483  0.6686
C  1.0536  -5.5838  0.0867  -0.4103
C  0.5629  0.5876  6.2291  -1.7858
C  0.6399  0.3187  -1.1780  1.2642
C  -2.5140  5.3234  -2.2981  -0.3963
C  3.8629  3.5527  -1.1917  -0.0549
C  -2.6230  6.6540  -1.5417  0.7631
C  4.5062  -0.2905  5.0764  -0.4443
C  -0.7470  -0.9979  0.2817  1.4284
C  -3.4415  3.7844  -0.7705  0.4843
C  4.6421  1.3768  -4.5545  0.0876
C  -0.4403  -5.6396  -0.2722  -1.0510
C  -0.6073  3.7492  3.1540  -0.3198
C  4.4120  3.6381  -5.2824  -0.5967
C  -7.5091  0.5108  0.0018  0.1471
C  0.2666  1.5148  -2.1269  -0.3605
C  -1.2887  -4.2607  3.1074  1.1271
C  -2.4852  -6.2201  2.6678  -0.8650
C  2.9350  -3.9629  0.0858  -0.5837
C  -3.8986  7.4217  -1.9291  -1.3861
C  -2.8657  -4.2096  -3.1768  -0.9857
C  5.6506  0.2653  1.5148  -1.4330
C  -0.7786  3.6972  4.6905  -1.5690
H  0.2923  -0.2191  6.9159  0.3976
H  4.0124  -0.2575  -5.9037  0.5799
H  -1.2784  2.7776  5.0051  0.2767
H  -1.5356  4.9298  -1.9764  0.0860
H  -0.8476  -4.0522  -4.9197  0.4032
H  5.7249  1.2681  -1.5634  0.1175
H  -6.4820  -0.7068  -1.1544  0.2304
H  -2.3576  -3.4620  -5.4859  0.4532
H  -0.5558  7.1208  -1.3076  0.2245
H  -1.0166  -0.6003  4.9047  0.2979
H  1.3407  -3.0208  -2.9393  0.3446
H  4.0436  1.0487  0.2758  -0.9302
H  0.4801  -3.0579  4.8846  -0.0820
H  -4.2426  3.0836  -0.5682  -0.3905
H  -0.8799  -6.6192  -0.0788  0.4429
H  -0.8162  -5.6020  4.7698  0.4523
H  -2.7513  -0.5777  -5.0785  0.3548
H  -3.3241  -0.2373  0.5662  -0.2583
H  1.9202  0.2997  -6.2734  0.1509
H  -2.7817  -4.4725  5.5091  0.3566
H  2.3535  1.9260  -5.9607  0.3750
H  -3.6004  0.9790  -0.6485  0.1062
H  0.2036  3.7149  5.1698  0.3415
H  -2.2841  4.6578  2.5721  0.3136
H  3.2599  -1.5827  -4.2507  0.2538
H  -1.4777  -6.6428  2.5690  0.3176
H  6.6284  2.7244  0.3761  0.3588
H  1.1331  -5.5623  1.1702  0.4238
H  -1.7070  -0.2163  -6.5131  0.5079
H  -2.4787  3.2565  -0.7297  -0.0262
H  6.7279  0.0959  1.5912  0.4713
H  5.0423  -0.6296  1.6474  0.0586
H  -1.2562  -3.1744  2.9853  -0.4051
H  -7.4738  0.1969  -2.0976  0.2974
H  0.8912  0.8499  -0.2486  -0.4454
H  -2.8155  -1.4357  -6.5856  0.4411
H  1.4501  -6.4631  -0.4221  0.2931
H  -1.4844  -3.9167  6.6272  0.4148
H  -0.9860  -4.9292  0.3528  0.0752
H  -7.6766  0.2148  2.0808  0.3234
H  -3.8170  -4.0898  -3.7018  0.3340
H  5.5809  0.7551  2.4979  0.3312
H  4.5982  -0.3930  3.9889  -0.1325
H  5.6344  0.9347  -4.4031  0.2450
H  0.8996  0.9741  4.1990  -1.8029
H  5.2090  4.3401  -5.0388  0.3039
H  -3.6433  8.4726  -1.7970  0.4503
H  -2.8772  -6.5375  3.6346  0.3282
H  0.9844  -1.8611  -1.7773  -0.4893
H  -5.8900  1.8323  -0.8231  0.4051
H  1.5916  0.8613  -4.6835  -0.0400
H  1.3918  1.0544  6.7627  0.3406
H  -2.3807  5.4701  -3.3704  0.3979
H  -2.9843  -6.6052  1.7788  0.3055
H  5.2804  0.3718  5.4503  0.3036
H  2.4166  -1.0067  3.8213  0.0710
H  -1.2112  7.5751  -2.6660  0.2564
H  -0.1475  1.6630  2.8287  -0.5462
H  -2.0378  -2.9162  5.3252  0.1538
H  -1.8130  -2.5379  1.1481  0.3111
H  -0.3731  -0.5672  3.3648  -0.3383
H  -2.4752  -5.2170  -3.3454  0.3785
H  1.1395  -4.2016  4.0601  0.5343
H  2.6043  -0.3455  -3.4875  -0.2040
H  0.7332  -1.5270  -6.1641  0.2270
H  -3.1026  -4.1480  -2.1131  0.2017
H  -6.9090  -1.1775  1.2325  0.2167
H  -0.1796  1.3831  6.1401  0.3208
H  4.6607  -1.3158  5.4309  0.3908
H  3.9905  4.3306  -1.9418  0.3166
H  -8.6757  -0.8936  1.0676  0.3917
H  -2.5493  3.0838  3.0480  0.2245
H  -2.6450  6.5260  -0.4576  0.1176
H  -1.4260  -2.9458  -0.5078  -0.5454
H  -4.6877  7.0566  -1.2710  0.2841
H  3.5122  2.4543  2.9469  0.2313
H  -8.3901  1.1442  -0.1249  0.4875
H  -0.2412  4.7587  2.9629  0.5004
H  2.4379  2.0328  1.5948  -0.4280
H  -4.3040  7.2595  -2.9286  0.2860
H  -1.3280  4.5609  5.0633  0.5166
H  2.3978  0.9355  2.9610  -0.4226
H  -0.4926  -1.3536  -4.4983  -1.2589
H  -0.3271  -1.7931  -7.2991  0.3031
H  -1.0907  -0.1755  0.9224  0.3007
H  -4.3718  -0.5555  -0.8461  0.0493
H  -6.3700  2.1247  0.8599  0.2752
H  -0.6324  -5.4404  -1.3283  0.3735
H  0.1030  -1.3573  0.8686  -0.8556
H  3.8601  3.9594  -6.1719  0.3071
H  2.0130  -1.7017  5.2194  0.7119
H  -2.6837  -1.8179  -0.3471  -0.0257
H  -3.3865  4.5341  0.0274  0.2219
H  3.4418  -4.8956  0.3860  0.3380
H  6.7395  0.4379  -0.6836  0.3478
H  5.1624  3.1797  1.1683  0.3235
H  -0.4982  -4.6164  2.4361  -0.5370
H  3.3431  2.7155  -1.6692  -0.3361
H  3.6191  3.6663  -4.5306  0.1094
H  0.8791  -3.4420  -1.4358  0.4021
H  0.4940  2.7810  1.5788  0.2257
H  4.3096  1.7395  -3.5772  -0.3989
H  3.2615  3.8317  -0.3227  0.3057

Calculated values
- multiplicity = 4
- energy relative to the best compared isomer or geometry (same formula, charge and spin) (kJ/mol) = 140.5
- electronic energy (eV) = -121099.601
- gap between HOMO and LUMO (alpha / beta) (eV) = 5.0 / 8.9
- HOMO (alpha / beta) (eV) = -4.592 / -8.718
- LUMO level (alpha / beta) (eV) = 0.4 / 0.2
- expectation value of S² = 3.752
- F_max (eV/Å) = 2.4

Entry 2:
Here is 10 unconnected molecules or ions with the total composition C40H106N6O12 in a non-equilibrium geometry from the Open Molecules 2025 dataset. Energies are from the ωB97M-V functional and the def2-TZVPD basis.

Each line ends with the Mulliken charge.
Positions of all 164 atoms, in Å:
O  -1.3900  -0.4597  -2.0175  -0.0640
O  -6.8891  3.9905  -0.7268  -0.5632
O  -6.1632  1.1005  -5.7012  -0.6260
O  3.7577  3.2480  2.6446  -0.1933
O  3.3049  -2.9222  -5.4922  -0.4754
O  0.0743  -1.6082  5.6893  -0.5726
O  -1.4741  -5.9316  -2.3156  -0.5048
O  -3.3811  -2.4055  2.8318  -0.1584
O  4.6334  -1.1892  1.4652  -0.3029
O  -1.0132  2.6315  5.6323  -0.3868
O  -0.5048  0.4381  -4.4810  -0.3684
O  2.3450  2.9373  -3.1334  -0.4313
N  0.7236  0.0629  0.9714  0.6975
N  6.0974  1.3226  1.2634  -0.7494
N  -0.5398  -2.5768  2.3340  -0.1585
N  0.1600  3.9901  2.8425  -0.1487
N  5.0305  1.9060  -3.1464  -0.7799
N  1.3260  -4.3964  -3.2365  -0.0623
C  -1.6170  3.0937  4.4334  -0.1614
C  1.2669  3.6655  -2.6140  -0.3255
C  -0.2596  -0.4850  -1.1759  0.4125
C  4.2911  -0.0413  -1.8672  -0.0456
C  4.4846  3.9378  3.6712  -0.9733
C  -5.0756  2.9593  0.4196  -0.6860
C  -0.9621  1.6115  0.1093  -0.7994
C  -1.3722  -6.1009  -3.7295  -0.7342
C  2.5052  3.8047  2.3426  -0.7487
C  -2.1419  2.1609  -4.0374  -0.3842
C  -5.7678  0.5643  -4.4243  1.3100
C  3.0979  -1.7156  -6.1675  -0.5838
C  2.9919  -2.7720  -4.1307  0.2909
C  -1.3279  1.4174  -5.1012  0.9187
C  -6.5863  3.1127  0.3927  0.4590
C  -0.7949  4.2732  3.9082  -1.1854
C  2.2407  -2.5041  5.0999  -0.9287
C  7.1355  0.8047  3.4553  -1.5886
C  2.7468  -4.0731  -3.3822  -0.8306
C  5.2240  -0.5299  2.5643  -0.3143
C  -1.5839  1.3909  6.0553  -0.6239
C  -2.7091  -3.6486  2.8692  -1.2894
C  -2.5108  -1.2363  -1.7111  -0.3873
C  1.7640  -0.0284  4.9068  -0.3155
C  -1.5251  -3.5919  1.9181  1.6671
C  -0.8755  -4.9780  1.9371  -1.8997
C  3.5570  -2.0174  1.8917  -0.1092
C  -6.7256  -0.5677  -4.1080  -1.3782
C  -7.2892  1.8005  0.0704  -1.3320
C  -0.4266  2.3538  -5.8925  -1.5304
C  1.3828  3.3425  3.2829  0.6951
C  0.9259  -5.0953  -2.0298  -0.7321
C  -4.1541  -2.1415  3.9842  -0.7769
C  6.4884  0.2448  2.2068  0.5067
C  -0.5376  0.1484  0.1914  1.2249
C  3.8683  1.0852  -2.8189  0.7394
C  2.7542  1.9217  -2.2248  0.9859
C  -5.6536  1.6892  -3.4143  -1.2240
C  -0.5867  -4.9727  -1.7827  0.3078
C  1.4589  -1.3057  5.6702  -0.0204
H  -0.3306  4.8545  4.7166  0.4235
H  3.7879  4.5442  4.2588  0.4912
H  -0.1769  2.2637  -0.2662  0.1693
H  1.8190  -1.1883  6.6955  0.4048
H  3.8295  -2.2779  -3.6164  0.0706
H  5.7314  0.8291  0.4539  -0.0346
H  1.8748  -2.6836  4.0904  0.0633
H  1.4434  -0.0939  3.8578  -0.4838
H  1.4361  -4.6849  -1.1586  0.4287
H  6.4128  1.3843  4.0386  0.1668
H  0.0707  -5.0297  1.3976  0.3257
H  -4.7458  0.1946  -4.5699  -0.1543
H  0.4562  2.6299  -5.3050  0.1860
H  1.8722  1.3204  -1.9648  -0.5716
H  -3.3854  -4.4195  2.4821  0.4263
H  2.8209  0.2369  4.9099  0.5526
H  3.5936  0.5561  -3.7351  0.0665
H  -4.7426  2.5810  1.3905  0.3702
H  3.2378  -4.9202  -3.8830  0.3436
H  3.5238  -0.6819  -1.4430  0.2855
H  4.8365  0.4247  -1.0444  -0.8518
H  -2.6229  3.4683  4.6272  0.3994
H  -1.3231  1.8927  1.1023  -0.0392
H  -4.5539  -1.1377  3.8704  0.2395
H  0.9744  1.0044  1.2528  -0.3613
H  -0.8565  -5.0821  -0.7290  -0.1846
H  5.4531  -1.3287  3.2976  0.3418
H  0.3928  4.8469  2.3598  0.2712
H  -4.6813  2.3439  -0.3947  -0.2306
H  -0.8507  -3.9351  -2.0452  0.0514
H  -1.5247  2.4120  -3.1728  -0.3636
H  2.2184  3.6295  1.3019  0.0568
H  -6.9254  1.2018  -0.7664  0.1726
H  3.7853  -0.9263  -5.7993  0.2025
H  -0.9193  3.2749  -6.2023  0.3734
H  -3.0185  -0.9214  -0.7935  0.3154
H  -5.0527  2.5279  -3.7780  0.3615
H  -2.6523  1.3268  5.8275  0.3631
H  4.7578  2.5164  -3.9135  0.3506
H  1.1566  0.7968  5.2892  0.2910
H  2.7767  -1.4941  2.4393  -0.3068
H  -7.1030  -0.9642  -5.0475  0.4078
H  -1.2770  -5.1171  -4.2011  0.2906
H  -2.1764  -6.7034  -4.1337  0.3086
H  1.6731  3.4359  4.3378  0.4189
H  -5.0391  1.4247  -2.5449  -0.1973
H  0.0142  1.8399  -6.7499  0.3844
H  3.0815  2.4300  -1.3034  0.0680
H  0.9698  4.4309  -3.3310  0.3812
H  -1.0221  0.5965  5.5595  0.1702
H  2.2025  -3.3722  5.7562  0.3724
H  -6.8899  4.8989  -0.4169  0.2798
H  -1.0322  -1.8424  2.8280  0.2181
H  -6.5834  2.1017  -3.0184  0.6489
H  4.8934  3.1795  4.3321  0.2156
H  -0.1489  -1.8912  4.7923  0.2336
H  -4.9395  -2.8791  4.1732  0.2931
H  -0.4182  -6.6179  -3.9104  0.2412
H  -3.0067  1.5711  -3.7390  -0.3100
H  -0.7460  -5.3930  2.9353  0.3967
H  5.2372  2.5783  -2.4103  0.2938
H  4.0815  -2.7896  2.4759  0.5292
H  3.3774  -1.7699  -7.2187  0.3489
H  -2.0271  0.9637  -5.8146  0.1604
H  -0.0646  -2.2267  1.5169  -0.1511
H  4.5315  0.1429  3.0933  -0.0443
H  -6.3861  2.0304  -5.6142  0.3227
H  3.2994  -2.2244  5.1057  0.3064
H  0.5677  0.0077  -1.6833  -1.4341
H  -1.5090  4.9865  3.4763  0.5183
H  2.5967  4.9035  2.3809  0.5371
H  3.2288  -2.5634  1.0061  0.1177
H  -1.3103  -0.4549  0.6729  -0.1874
H  -1.8906  -3.3133  0.9232  -0.1810
H  -1.5316  -5.6633  1.3855  0.5228
H  7.5732  -0.0290  4.0000  0.4263
H  5.1814  4.6103  3.1718  0.2451
H  -7.0265  3.6069  1.2589  0.4138
H  0.3815  3.0625  -2.3904  -0.2552
H  -0.9106  0.2687  -3.6122  0.3093
H  -2.3287  -3.9242  3.8594  0.4182
H  5.1163  -0.5459  -2.3730  0.4191
H  5.2132  1.6470  1.6682  0.1967
H  1.1262  -6.1771  -2.0954  0.2964
H  7.8589  1.5706  3.1724  0.4056
H  2.0872  -2.1876  -3.9190  0.0350
H  -7.4329  1.1081  0.9009  0.4011
H  7.2073  -0.3981  1.6911  0.4684
H  -1.8581  1.7505  -0.5061  -0.0981
H  1.0444  -4.9536  -4.0324  0.2304
H  -8.2983  2.0357  -0.2865  0.3673
H  2.1259  -1.2230  -6.0574  0.2397
H  -7.5913  -0.1990  -3.5484  0.2697
H  -2.2920  -2.3082  -1.6413  -0.0443
H  3.2107  -4.0166  -2.3947  0.3883
H  -1.5073  1.3051  7.1385  0.2487
H  -1.5279  2.3105  3.6716  0.2035
H  1.3237  2.2520  3.1592  -0.7471
H  -2.5312  3.1023  -4.4331  0.6727
H  -3.5159  -2.1554  4.8777  0.2969
H  -4.5166  3.8710  0.1821  0.4043
H  1.5869  4.2074  -1.7122  0.3429
H  -6.3049  -1.3762  -3.5081  0.3017
H  -3.2382  -1.1227  -2.5155  0.0035
H  1.4973  -0.2560  0.3950  -0.2420
H  -0.0043  -1.5446  -1.0069  0.1578

Calculated values
- energy relative to the best compared isomer or geometry (same formula, charge and spin) (kJ/mol) = 223.2
- SMILES = COC[C@H](C)N.COC[C@H](C)N.COC[C@H](C)N.COC[C@H](C)N.COCCNCCOC.COCCNCCOC.CC(C)O.CC(C)O.CC(C)O.CC(C)O
- electronic energy (eV) = -76703.243
- gap between HOMO and LUMO (eV) = 9.2
- HOMO (eV) = -8.842
- LUMO level (eV) = 0.4
- F_max (eV/Å) = 2.1

Question: Which value of electronic energy does entry 2 give?
Answer: -76703.243 eV

Question: The highest F_max belongs to which entry?
Answer: C40H103F6N8O13Ti